C41H102F3N6O9PS | ωB97M-V/def2-TZVPD

## Properties
HOMO   -20.240 eV
LUMO level   -12.28 eV
Charge   +6
Strongest force on any atom   3.7 eV Å⁻¹
Calculated total energy   -99749.263 eV

CARTESIAN COORDINATES (ANGSTROEM)
H (24.444, -15.565, -17.338)
H (15.203, -13.955, -23.490)
H (16.643, -19.130, -20.099)
S (17.934, -17.117, -16.078)
H (13.620, -18.349, -26.023)
H (16.324, -14.833, -20.373)
H (11.517, -12.998, -24.593)
H (13.598, -15.928, -19.432)
C (13.314, -14.812, -15.444)
H (21.429, -14.127, -14.269)
C (21.687, -19.994, -19.058)
H (23.377, -14.286, -15.303)
H (12.316, -19.683, -11.538)
H (13.302, -18.776, -19.734)
H (15.852, -22.173, -19.039)
H (14.697, -21.279, -14.481)
H (12.412, -14.468, -14.938)
H (21.018, -11.936, -16.323)
C (12.459, -19.962, -25.075)
C (14.148, -15.041, -19.745)
H (12.841, -16.131, -21.825)
N (21.602, -14.006, -16.275)
F (15.705, -18.530, -14.959)
C (14.224, -20.304, -17.951)
C (17.169, -25.171, -13.409)
H (13.684, -16.152, -25.599)
C (11.656, -13.599, -23.695)
H (22.275, -19.352, -14.891)
C (13.545, -15.351, -22.116)
H (15.833, -26.096, -12.187)
C (16.883, -11.723, -25.217)
C (12.758, -15.988, -25.048)
H (16.350, -21.528, -14.861)
H (15.917, -21.382, -13.104)
H (13.217, -20.719, -17.996)
H (8.472, -11.907, -21.634)
H (10.000, -11.658, -22.237)
O (19.359, -17.333, -15.817)
O (15.141, -15.428, -13.920)
H (20.363, -15.230, -17.642)
C (15.912, -12.603, -15.396)
H (13.493, -23.044, -13.248)
H (15.113, -19.973, -23.176)
C (9.180, -13.390, -23.081)
H (14.043, -12.589, -14.318)
C (13.692, -14.337, -21.006)
C (13.044, -19.961, -10.775)
H (11.959, -15.697, -25.730)
H (15.258, -18.496, -21.528)
H (20.415, -15.373, -15.114)
H (22.512, -12.328, -15.295)
H (11.587, -20.141, -24.446)
H (13.835, -14.297, -19.013)
H (13.342, -14.287, -16.399)
O (22.452, -18.212, -17.550)
H (11.464, -17.471, -24.032)
H (9.962, -12.857, -21.032)
H (13.269, -15.894, -15.567)
H (12.771, -20.956, -10.423)
C (17.002, -18.312, -14.784)
H (9.998, -14.939, -24.103)
H (16.945, -11.860, -24.138)
C (12.622, -18.605, -25.670)
H (21.637, -21.067, -18.870)
C (13.323, -19.010, -9.575)
C (14.530, -14.551, -14.489)
H (24.523, -13.868, -18.599)
C (23.513, -15.004, -17.422)
C (15.700, -15.285, -19.601)
H (17.960, -25.454, -12.715)
C (16.184, -19.342, -19.134)
H (22.556, -19.839, -19.697)
O (16.051, -26.017, -13.118)
H (9.015, -12.679, -23.891)
H (16.128, -10.939, -25.268)
H (15.909, -16.339, -19.419)
H (22.837, -15.354, -18.201)
O (17.556, -17.587, -17.441)
C (20.653, -14.195, -17.461)
H (20.151, -20.383, -16.836)
H (22.543, -12.257, -17.100)
C (21.951, -12.490, -16.215)
H (16.455, -11.765, -14.960)
C (15.608, -21.732, -14.089)
C (9.375, -12.471, -21.866)
H (17.193, -13.834, -25.563)
H (17.412, -25.463, -14.431)
N (14.986, -20.278, -19.309)
P (13.135, -14.650, -23.838)
N (14.914, -13.099, -14.356)
H (13.109, -20.269, -20.428)
H (14.333, -24.466, -12.486)
N (13.619, -17.550, -9.936)
H (17.632, -23.110, -13.842)
H (14.540, -15.773, -22.260)
H (14.290, -13.108, -26.278)
H (17.855, -11.342, -25.530)
H (14.491, -22.729, -11.851)
O (17.493, -15.788, -15.630)
C (15.013, -23.880, -15.089)
H (14.976, -14.547, -26.126)
H (16.745, -12.874, -26.968)
H (14.808, -24.938, -14.926)
H (22.508, -20.902, -15.767)
C (10.353, -14.300, -23.295)
H (22.555, -15.762, -15.574)
H (15.843, -23.803, -15.792)
H (19.857, -13.619, -14.971)
C (14.995, -17.410, -10.784)
H (15.825, -17.126, -10.136)
H (13.331, -20.267, -24.497)
O (13.467, -19.292, -8.432)
H (14.092, -19.281, -17.596)
C (21.779, -20.191, -15.378)
C (13.903, -19.562, -20.191)
H (20.336, -18.867, -16.208)
F (17.126, -17.866, -13.552)
C (14.367, -23.398, -12.703)
H (14.408, -13.586, -21.339)
H (15.325, -18.240, -11.408)
H (16.027, -21.618, -20.775)
O (14.695, -20.251, -22.358)
C (16.852, -23.598, -13.257)
H (13.996, -20.236, -11.230)
H (15.407, -13.237, -13.485)
H (14.277, -12.503, -23.881)
H (20.710, -19.594, -19.329)
H (8.248, -13.949, -23.011)
H (15.932, -18.356, -18.744)
H (15.991, -14.869, -18.637)
H (14.693, -20.938, -17.198)
H (11.799, -12.803, -22.963)
H (12.787, -17.140, -10.338)
H (13.779, -16.939, -9.148)
H (13.164, -17.734, -23.828)
C (16.490, -13.087, -25.930)
H (11.941, -18.415, -26.500)
F (17.627, -19.559, -14.853)
H (14.455, -22.219, -20.088)
C (14.424, -19.197, -21.534)
C (14.565, -13.490, -24.241)
C (22.845, -14.839, -16.077)
C (20.689, -14.320, -15.046)
H (16.567, -13.464, -15.530)
N (20.822, -19.685, -16.548)
C (15.080, -13.558, -25.678)
H (20.968, -13.719, -18.389)
O (24.033, -13.751, -17.782)
H (14.101, -23.378, -15.411)
H (12.729, -13.879, -20.781)
H (12.406, -20.626, -25.938)
H (16.899, -23.217, -12.237)
H (17.027, -19.872, -18.690)
H (14.879, -16.671, -11.576)
N (15.484, -23.223, -13.767)
C (21.765, -19.203, -17.702)
H (13.610, -18.661, -22.023)
H (10.533, -14.959, -22.445)
H (15.256, -12.355, -16.231)
C (15.386, -21.687, -19.896)
C (12.416, -17.439, -24.563)
H (21.110, -20.758, -14.730)
H (19.764, -13.628, -17.182)


C41H104N4O13 | ωB97M-V/def2-TZVPD

## Properties
HOMO   -7.754 eV
LUMO level   0.07 eV
Energy relative to the best compared isomer or geometry (same formula, charge and spin)   0.0 kcal per mole
Charge   0
Strongest force on any atom   2.8 eV Å⁻¹
Calculated total energy   -76772.850 eV

CARTESIAN COORDINATES (ANGSTROEM)
H (6.245, -2.922, -1.171)
H (4.376, 2.641, -2.025)
C (-5.461, 1.689, -1.039)
O (4.649, -5.400, 0.933)
H (-2.915, 2.387, 6.383)
H (-0.471, -3.945, 6.154)
O (1.331, 0.958, -1.225)
H (-3.123, 2.626, 2.822)
H (-1.235, -1.540, -1.048)
H (-0.670, -0.018, 2.307)
C (-1.007, 1.533, 0.464)
C (1.510, -1.747, 1.294)
H (5.826, 2.784, -5.981)
H (5.500, 1.825, -2.951)
H (-0.447, 2.019, 1.259)
H (-2.080, 1.436, 0.627)
H (4.504, -3.248, -1.182)
H (-0.303, -2.627, 0.707)
H (0.878, 4.620, -1.535)
H (-2.287, -0.184, -0.983)
N (-6.833, 2.866, -2.754)
O (-1.176, 3.019, 6.139)
H (7.159, -1.970, -7.320)
H (6.081, -2.984, -6.278)
H (-7.044, 3.155, -5.510)
H (5.031, -7.051, -0.252)
C (1.844, -1.778, -1.135)
N (6.768, 0.288, -5.640)
H (1.615, 3.875, -2.646)
H (1.859, -1.206, 2.182)
H (-7.333, -0.081, -3.605)
H (1.935, -2.752, 1.236)
C (6.580, -1.125, -5.340)
H (-4.313, 2.044, -3.428)
C (5.066, -0.262, -3.382)
O (1.537, 3.932, -1.686)
H (-6.173, 2.530, 5.096)
O (-3.798, 1.952, 6.360)
H (-4.810, -0.185, 7.490)
H (3.852, -5.288, 1.457)
H (5.171, 0.394, 5.082)
H (-7.768, 4.177, -0.369)
C (6.690, 2.680, -5.324)
H (-0.650, 2.539, 4.114)
H (-3.399, -2.322, 4.717)
C (-6.780, 3.768, -0.562)
H (7.651, -2.843, -4.423)
H (8.024, 0.471, -2.979)
C (-0.819, -4.064, 5.122)
C (-3.899, 2.810, 3.567)
H (5.867, -6.997, 1.285)
C (-5.130, 0.624, -2.114)
O (-2.292, -2.523, -3.713)
H (-1.624, -1.344, 6.503)
H (5.372, -3.118, -2.686)
H (4.024, -1.255, 0.382)
H (-6.259, 3.559, 0.380)
H (4.430, -1.182, -5.222)
H (7.806, 2.234, -3.068)
H (8.641, -1.240, -4.593)
C (7.695, -1.760, -4.449)
H (6.452, 3.394, -4.527)
H (-5.121, 0.480, 2.234)
H (-1.035, 4.220, 4.551)
H (-3.478, 0.617, 2.315)
C (-0.742, -0.641, 1.412)
O (4.206, 3.119, -1.205)
C (-4.324, 0.457, 2.989)
C (4.827, 0.911, 4.193)
H (-7.201, 0.473, -5.167)
H (-0.841, -0.092, -1.990)
H (-2.207, -3.033, -4.526)
H (0.514, 3.507, 4.980)
H (4.820, 1.990, 4.396)
H (-5.800, -0.248, -2.146)
H (3.235, 3.159, -1.144)
C (-3.286, -1.247, 4.543)
O (3.484, -2.446, 3.763)
H (-7.893, 4.396, -3.112)
H (3.699, 0.321, -0.452)
H (-1.814, -0.871, 1.363)
O (5.584, -4.922, -1.600)
H (-3.553, 3.456, 4.365)
C (-7.939, 1.484, -0.954)
H (7.436, -1.400, -3.448)
H (-1.376, 0.297, 6.100)
H (-4.311, -1.748, 7.237)
H (-4.567, 2.317, -1.008)
O (0.029, -4.894, 4.358)
C (5.383, 1.181, -3.818)
H (-4.270, 0.024, -1.798)
C (-6.439, 1.984, -3.844)
H (-6.140, 4.504, -1.045)
C (6.698, 1.313, -4.581)
H (4.617, 1.584, -4.484)
C (-4.553, -0.851, 6.658)
C (-0.558, 3.302, 4.892)
C (6.343, -1.974, -6.594)
H (2.892, -2.313, 3.006)
H (-2.262, -1.204, 4.152)
H (3.994, -0.386, -3.210)
H (3.469, 0.116, 1.271)
H (-6.687, 1.516, 3.705)
H (-5.505, 2.256, -5.889)
H (8.874, 1.345, -4.184)
H (-0.894, -3.061, 4.705)
C (0.004, -1.943, 1.508)
O (7.850, 0.519, -6.525)
H (-5.480, -0.952, 6.092)
H (4.095, -7.454, 1.148)
C (-5.107, 1.293, -3.489)
H (2.437, -2.696, -1.134)
H (3.402, -3.381, 3.983)
C (-6.103, 2.743, -5.124)
C (-2.123, -0.373, 6.535)
H (-5.452, 1.056, -0.148)
H (7.653, 2.881, -5.776)
H (5.507, -1.633, -7.214)
H (-0.204, -2.507, 2.419)
C (7.921, 1.318, -3.654)
H (7.387, 0.763, -7.333)
H (5.565, -0.458, -2.433)
H (-1.838, -4.462, 5.181)
H (2.177, -1.245, -2.031)
C (-5.964, 1.629, 4.512)
H (-7.831, 1.145, 0.075)
N (1.044, 0.256, -0.005)
C (5.277, -1.267, -4.538)
H (-0.984, 2.172, -0.433)
C (3.366, -0.385, 0.307)
C (-4.300, -1.011, 3.417)
H (5.437, 1.340, 2.425)
H (-8.059, 0.618, -1.601)
H (-3.936, -1.654, 2.612)
H (-4.837, 0.545, -4.234)
C (1.956, -0.895, 0.100)
N (-3.731, 1.038, 5.305)
H (-8.461, 1.186, -4.196)
H (-0.628, 2.355, 6.575)
O (5.350, 0.524, 2.925)
H (0.236, -5.681, 4.867)
H (-4.663, 3.260, 2.924)
C (5.455, -3.495, -1.665)
C (-7.423, 0.852, -4.161)
H (5.189, -5.060, -0.713)
C (-6.773, 2.427, -1.329)
H (-8.867, 2.047, -1.076)
H (-2.318, -0.109, 7.574)
H (5.220, -2.251, -4.068)
H (-6.229, 0.892, 5.276)
H (-5.268, -1.391, 3.749)
C (-3.437, -0.331, 5.725)
O (-8.087, 3.455, -3.020)
H (3.737, 0.773, 4.077)
H (-2.609, -3.156, -3.061)
C (-4.489, 1.500, 4.107)
C (-1.230, -0.450, -1.036)
C (4.905, -6.813, 0.807)
H (0.833, -2.116, -1.370)
H (1.218, 1.879, -0.953)
H (-5.534, 3.659, -4.919)
C (-0.431, 0.176, 0.107)